1.
Density functional theory data (wB97M-V/def2-TZVPD) for C35H45CeOP3 as an isolated structure at a distorted geometry.

XYZ file:
```
85
C35H45CeOP3, DFT wB97M-V/def2-TZVPD
C -1.20 3.19 4.04
H -1.18 -0.10 -5.41
H 4.93 -0.17 -3.26
P -0.40 1.07 1.52
H 0.33 -4.44 -0.44
H 3.12 1.34 4.88
H -0.68 -1.04 4.08
C -0.27 2.90 1.69
C -2.22 1.53 -3.18
C -3.54 -1.13 -3.96
H -2.05 -0.90 5.17
H -0.17 -1.95 1.49
C -2.66 -3.69 -3.46
C -0.55 -4.39 -1.07
C 4.27 0.12 -1.27
H -1.63 2.43 -2.96
H -4.31 -4.37 -4.63
C -0.37 -0.13 -4.63
C -2.44 0.01 3.30
C 2.74 -1.28 2.76
C -1.49 -0.38 4.41
H -5.20 -1.98 -4.95
H -0.77 -5.35 -1.58
H 3.13 1.72 -0.34
H -0.89 3.61 5.01
H -3.82 -0.15 -4.28
C 1.52 -0.89 2.20
C -3.79 -0.30 3.49
H 1.19 2.13 3.91
H 4.38 1.50 -2.87
C 0.82 4.81 0.64
H -0.37 5.60 3.72
H 3.91 0.64 0.84
P -1.17 -0.01 -2.96
C 2.81 0.72 4.07
H 1.41 -2.78 1.24
H 0.39 2.83 -0.32
C -0.51 3.70 2.83
C -2.33 -1.35 -3.28
H 1.43 5.12 -0.20
C -4.75 -0.02 2.52
C 1.61 1.18 3.53
H 0.18 0.82 -4.80
C -0.06 5.02 2.83
C 4.94 0.62 -2.52
C 0.89 -1.82 1.33
H 0.28 -1.01 -4.74
H -1.42 -4.25 -0.40
H 3.19 -2.25 2.46
H -3.02 1.61 -2.49
H -5.84 -0.06 2.85
O 2.81 -0.29 -1.72
H 1.76 -3.40 -3.42
H 5.80 -1.06 -0.20
H 0.26 -3.22 -4.50
C -3.03 0.89 1.10
H -5.02 0.88 0.52
C 3.38 -0.49 3.70
C 0.65 -3.64 -3.56
H -2.26 -4.71 -3.31
C -4.28 -2.21 -4.41
H -4.11 -0.84 4.44
C -1.94 -2.65 -2.93
P -0.32 -2.91 -2.22
C -2.04 0.57 2.06
H -2.29 3.38 3.93
H -1.22 2.08 4.14
H 4.14 -1.65 -0.02
H 0.58 -4.69 -3.67
H -0.88 0.45 4.90
H 6.03 0.86 -2.29
H 4.31 -0.71 4.14
H -2.61 1.51 -4.24
C -3.81 -3.49 -4.22
Ce 1.03 -0.50 -0.79
H -2.74 1.33 0.08
C 0.99 0.42 2.56
H 4.99 -1.98 -1.53
H 1.05 6.56 1.83
H 4.86 1.88 0.01
C 0.59 5.59 1.76
C 4.84 -1.22 -0.76
C 0.39 3.47 0.58
C 4.04 1.15 -0.19
C -4.35 0.59 1.35
```

Calculated values
2S+1: 2
LUMO (alpha / beta): -0.08828 / -0.08769 hartree
expectation value of S²: 0.751
total charge: +1
relative energy (zero: lowest compared OMol25 entry of this formula, charge and spin): 0.0 kcal per mole
calculated total energy: -2934.8871 Ha



2.
Density functional theory data (wB97M-V/def2-TZVPD) for C35H45F3N3O2PPd as an isolated structure at a distorted geometry.

XYZ file:
```
90
C35H45F3N3O2PPd, DFT wB97M-V/def2-TZVPD
H 3.85 -6.07 -0.87
H 0.76 -8.95 -0.31
H 0.37 5.72 -3.29
C -3.94 2.26 1.11
H 0.64 2.48 1.55
C 0.52 3.61 -2.82
F 4.35 0.58 -1.24
C -0.65 -3.54 1.44
C -0.55 -2.87 3.80
H -0.99 4.12 -1.36
H -4.88 0.59 2.13
H 4.69 -7.45 -1.59
O 0.86 -0.25 1.85
H 2.58 3.45 -0.57
C -1.19 -4.30 0.38
H -1.08 -8.15 1.18
C -1.78 2.63 -2.74
H 2.30 6.35 1.86
C -0.79 -3.89 2.85
C -3.89 0.88 1.78
C -0.11 -7.67 1.20
H 0.81 2.72 -3.38
C -1.39 4.74 -4.09
C 4.19 -7.09 -0.70
H -3.24 0.94 2.66
C 3.36 -0.47 -1.26
H -2.91 3.25 -4.50
H -1.57 5.24 -5.05
C -1.59 1.59 0.34
H -2.75 -0.93 1.34
C -0.38 -2.67 -1.16
N -1.03 -6.24 2.91
C 0.91 -8.12 0.37
H -0.76 -3.13 4.84
H 0.24 -0.95 4.27
C 0.14 4.49 0.89
H -1.12 1.14 1.22
H -2.73 2.76 -2.21
C 0.12 4.76 -3.76
H 4.90 -7.09 0.13
H 3.97 4.29 1.36
H -0.21 -2.31 -2.17
P -0.03 1.96 -0.64
H -1.79 -0.27 -0.73
H -0.87 4.54 0.49
C 2.15 -7.50 0.39
C -0.64 3.22 -1.88
C 1.33 -5.99 2.08
H -4.53 2.19 0.19
F 4.06 -1.47 -0.51
H -1.95 5.28 -3.33
H -2.09 3.21 1.69
H 0.70 4.69 -4.68
F 3.56 -0.96 -2.58
H 1.09 5.46 -0.78
C -2.51 2.75 0.79
H -1.61 1.56 -2.86
C 0.33 -1.31 2.13
H 1.52 -5.17 2.76
H -1.74 -5.20 0.59
C 0.06 -6.57 2.04
C -2.44 0.47 -0.29
C 2.36 5.71 0.98
H 0.06 4.67 1.98
C -1.05 -3.86 -0.92
H 2.76 2.26 0.67
C 0.98 5.63 0.30
H -3.07 0.87 -1.09
H 2.58 4.08 2.42
H 1.40 3.89 -2.25
N -1.20 -5.08 3.41
C -0.08 -2.29 1.08
C 2.37 -6.45 1.28
H 0.46 6.58 0.42
C 0.01 -1.67 3.49
H 3.07 6.18 0.29
H 3.34 -5.97 1.34
C 0.78 3.09 0.65
H -4.17 -0.71 0.31
C -3.34 -0.18 0.79
N 0.06 -1.89 -0.20
H -1.48 -4.43 -1.74
O 3.10 -7.97 -0.46
H -2.56 3.53 0.02
C 2.88 4.31 1.39
C -1.88 3.29 -4.14
H -1.26 2.73 -4.86
C 2.32 3.22 0.46
H -4.45 2.98 1.76
Pd 1.43 0.16 -0.64
```

Calculated values
LUMO: 0.16078 hartree
total charge: -2
calculated total energy: -2444.2347 Ha



3.
Density functional theory data (wB97M-V/def2-TZVPD) for C35H45GeINO4OsSi2Te as an isolated structure at a distorted geometry.

XYZ file:
```
91
C35H45GeINO4OsSi2Te, DFT wB97M-V/def2-TZVPD
C 3.96 1.31 4.94
H -2.87 -1.17 -5.62
C -1.26 -2.48 -5.07
H -0.34 -1.55 6.89
C 1.48 2.40 -4.77
H -2.29 -4.69 -0.48
H 3.15 0.68 -2.92
C 2.35 1.76 -5.65
C -0.70 -2.71 1.42
H -1.82 0.83 -4.67
C -2.06 -3.77 -1.02
O 0.42 0.69 4.42
H -1.11 -3.91 -1.54
H 5.49 2.65 2.23
H -0.18 5.51 -0.50
H 1.23 3.83 -1.60
C 0.15 3.70 -1.61
C 2.39 0.93 -2.18
H -2.01 -1.40 7.41
H 2.73 1.86 -1.72
C 1.54 0.57 5.10
C -1.28 -2.10 7.01
H 2.64 0.73 -5.48
C -0.78 -4.27 4.89
H 4.08 1.05 5.98
H -3.68 3.32 -1.64
C 4.97 1.88 4.18
H -0.66 -4.93 5.75
H -2.83 -3.64 -1.78
H -1.76 -0.45 4.62
H 3.50 1.91 -7.45
C -2.02 4.52 -1.00
H -4.31 -2.50 5.66
C -0.07 -0.20 -3.95
H 0.22 -3.06 0.95
H -1.93 0.15 -0.50
H -2.64 5.27 -0.52
H 3.25 2.16 1.28
C 2.38 -0.17 -1.12
Os 0.61 0.93 2.36
C 2.45 3.73 -7.03
H -0.43 -0.65 -0.95
C -0.64 4.66 -0.99
H -1.11 -2.88 7.76
C -2.60 3.43 -1.62
C -1.51 -0.77 -0.89
H -4.44 -1.98 0.19
H 1.90 -1.10 -1.45
H 0.42 4.23 -4.37
H -3.96 -3.77 4.48
H -2.27 1.63 -2.72
C -0.41 2.60 -2.25
C -3.65 -3.35 5.44
C 3.49 1.93 2.31
H 3.40 -0.46 -0.86
H 1.27 5.39 -6.36
H 0.23 -3.98 4.58
H -2.63 -1.43 3.43
C -3.65 -1.99 0.94
C 2.83 2.42 -6.77
C 4.73 2.20 2.85
C 0.58 -1.43 -3.93
I -1.83 1.62 2.18
C 1.10 3.71 -5.04
C -1.31 -0.12 -4.58
C 1.58 4.37 -6.16
C -0.01 -2.56 -4.48
C -1.77 -1.41 4.10
O 1.64 0.12 6.21
Te -0.01 -1.44 2.96
Si -1.86 -2.82 5.40
H -3.82 -4.11 6.20
Ge 0.78 1.41 -3.24
H -1.86 -0.89 -1.92
H -1.10 -3.53 2.02
H -3.68 -1.03 1.46
C 2.74 1.09 4.34
H -3.89 -2.78 1.66
N 2.52 1.38 3.05
H -1.23 -4.86 4.09
C 1.74 0.19 0.18
H 5.94 2.07 4.62
O 1.11 1.27 0.35
Si -2.00 -2.27 0.09
C -1.91 -1.25 -5.13
H 0.52 -3.51 -4.46
H -1.72 -3.35 -5.50
H 2.82 4.24 -7.91
C -1.80 2.48 -2.24
H 1.57 -1.52 -3.50
O 1.82 -0.57 1.20
```

Calculated values
LUMO: -0.16733 hartree
total charge: +1
relative energy (zero: lowest compared OMol25 entry of this formula, charge and spin): 0.0 kcal per mole
calculated total energy: -5028.6010 Ha



4.
Density functional theory data (wB97M-V/def2-TZVPD) for C35H45LaN3O7PS4 as an isolated structure at a distorted geometry.

XYZ file:
```
96
C35H45LaN3O7PS4, DFT wB97M-V/def2-TZVPD
C 1.14 -0.71 -1.04
H -4.11 2.57 3.21
H -0.92 -3.26 -2.11
S -2.42 2.21 -1.23
H -3.26 1.18 4.96
H -0.09 -0.18 5.19
C 0.66 1.96 -3.07
C -2.58 1.95 4.60
C 2.29 1.12 0.85
H 0.25 -6.57 3.03
S -4.79 0.55 0.33
H 1.72 5.54 -2.29
C -3.02 2.47 3.22
C 1.82 -1.62 -3.35
H 2.27 1.47 3.76
C -3.30 0.90 -1.98
H 0.51 0.91 -3.32
N -2.98 -1.01 -6.43
H 5.71 0.89 1.28
C -4.60 -1.23 -3.28
C 2.06 3.98 -3.76
C 1.48 3.60 -1.35
S 0.53 -1.80 2.62
H 4.98 1.34 3.59
H 1.35 -4.38 2.69
H 1.26 -0.87 -3.90
H 2.41 3.83 -0.83
H 0.49 -3.28 -1.08
O -4.31 -2.53 2.44
H 0.67 3.78 -0.64
C -2.49 -4.59 2.86
N -5.82 -3.22 -4.42
H 3.96 0.08 2.92
H 1.37 -1.24 -0.11
H 3.90 -0.14 0.18
C -3.27 -0.79 -5.34
C -0.19 -1.31 -1.52
O 0.72 -1.53 4.04
C -1.19 1.35 4.53
C -1.73 -5.74 3.01
H 2.94 -1.80 -1.54
H -0.34 2.36 -2.89
H 2.51 1.82 -2.02
N -0.85 0.43 5.47
H 2.04 0.25 1.47
C 0.27 -4.45 2.74
H 0.27 4.69 -2.79
C 1.48 2.11 -1.78
C 4.75 1.40 1.43
C 4.21 1.14 2.83
H -0.62 -0.74 -2.35
C -3.01 0.56 -3.31
O -2.67 -0.90 3.24
H -3.57 -4.62 2.87
H 0.61 2.93 -4.99
C 1.33 4.55 -2.55
C 0.03 -2.76 -1.93
C 2.20 2.33 1.80
C -3.63 -0.49 -3.97
H -1.63 -0.05 5.88
O 1.75 -2.16 1.92
C 3.74 0.92 0.37
H 2.95 -0.19 -2.20
C -4.91 -0.90 -1.97
H -2.23 -6.69 3.16
H 4.94 2.47 1.31
H 0.34 -3.02 -4.06
H 3.09 3.76 -3.47
C 2.30 -1.05 -2.02
C -0.35 -5.67 2.94
H -0.93 -1.27 -0.71
H 2.64 3.21 1.32
H 1.59 -3.76 -3.08
C -4.30 0.17 -1.29
H 3.24 2.93 3.60
La -2.02 0.85 1.43
H 1.17 2.57 2.04
H -2.62 3.48 3.08
H 2.69 -1.86 -3.98
C 1.36 2.69 -4.23
O -2.59 -1.59 0.94
H -2.53 2.72 5.37
S -2.98 -2.00 2.30
C 0.95 -2.87 -3.17
P 0.92 1.02 -0.39
H -2.25 1.13 -3.84
C 2.96 2.00 3.10
O -0.21 -0.72 1.93
H -5.65 -1.48 -1.44
H 3.93 1.44 -0.57
H 2.09 2.02 -4.71
C -0.48 -3.28 2.62
H 2.11 4.70 -4.58
C -1.88 -3.36 2.66
C -5.27 -2.34 -3.92
O -0.39 1.71 3.66
```

Calculated values
LUMO: 0.14975 hartree
total charge: -2
relative energy (zero: lowest compared OMol25 entry of this formula, charge and spin): 0.0 kcal per mole
calculated total energy: -4017.6500 Ha



5.
Density functional theory data (wB97M-V/def2-TZVPD) for one molecule with the formula C35H45N2O5P at a distorted geometry.

XYZ file:
```
88
C35H45N2O5P, DFT wB97M-V/def2-TZVPD
H 4.13 1.71 -0.87
C -2.98 1.11 2.41
H -3.62 -3.53 2.20
H 4.19 -2.19 1.58
C -2.60 -1.52 3.81
O -4.98 1.56 -0.79
C 4.04 -0.28 -0.10
C -0.19 -1.49 4.77
H 2.16 0.67 -1.85
C 4.25 -2.72 0.64
C -1.10 3.58 -0.51
C 1.34 -4.90 0.66
O -0.65 4.58 4.16
H -0.80 -2.05 2.77
C -3.27 -1.43 2.46
H -3.95 -2.80 4.85
H -2.30 3.62 -2.84
O -0.64 2.73 3.03
C -2.86 2.08 0.14
C -3.73 -2.55 1.76
H 4.55 -5.44 0.13
C -4.06 1.22 -0.11
C -2.32 2.03 1.43
P -0.20 4.55 -1.80
C -1.08 -1.33 3.55
N -1.32 3.68 3.96
C -4.30 -2.48 0.49
H -0.34 -0.70 5.50
H 5.65 0.80 -1.04
H 0.15 -0.36 -4.85
C 0.47 -0.13 -3.84
H 2.39 0.09 -4.82
H 5.23 -3.19 0.57
H 1.68 4.87 -0.28
H 0.30 -5.12 0.77
H -2.33 -2.85 5.48
H 0.85 -1.42 4.45
H -2.28 0.79 -2.14
C -2.62 1.48 -2.91
H 3.15 -1.98 -1.03
H 4.88 -1.91 -1.28
C -2.82 2.87 -2.26
H -0.95 -0.34 3.11
C -0.58 3.55 0.79
H -2.75 -3.70 3.96
H -4.85 -1.14 -1.12
H 2.23 4.60 -1.95
H -0.20 1.22 -2.32
C 2.38 -5.82 0.36
C -1.54 1.48 -4.00
C 3.55 -5.10 0.33
H 0.52 2.03 -3.69
C -2.90 -2.81 4.56
C -3.98 -0.12 0.53
H -0.30 -2.48 5.20
C -4.44 -1.25 -0.13
H -3.56 1.08 -3.27
H 2.33 -1.19 -3.63
C 1.93 -3.66 0.81
C -0.14 1.21 -3.41
C 2.02 -0.16 -3.82
H -1.57 2.42 -4.54
H -1.77 0.67 -4.69
H 4.75 1.14 -3.20
H 4.41 -0.56 -2.88
H 0.32 4.09 1.05
H -4.63 -3.36 -0.03
H 4.65 -0.19 0.80
H 1.45 -2.73 1.03
H -3.88 3.10 -2.21
C 4.56 0.74 -1.12
C 4.17 0.45 -2.58
C 2.68 0.76 -2.80
C -3.42 -0.18 1.81
H 1.64 3.24 -0.95
H 0.13 -0.90 -3.16
C 4.09 -1.75 -0.55
O -0.53 6.13 -1.42
C -2.26 2.87 -0.86
H 2.60 1.79 -3.15
C -1.19 2.78 1.77
O -3.17 1.40 3.56
H 3.00 -0.04 0.14
N 3.28 -3.79 0.61
H -1.05 6.17 -0.61
H 2.28 -6.87 0.18
H -2.92 -0.70 4.44
C 1.53 4.29 -1.19
```

Calculated values
SMILES: CC[C@H](C)c1cccc2c1C(=O)c1c(ON=O)cc(P(C)O)c(CCCCCCCCCCCCn3cccc3)c1C2=O
LUMO: -0.02903 hartree
total charge: 0
calculated total energy: -2187.6468 Ha